Entry 1:
DFT (ωB97M-V/def2-TZVPD) results for C38H54INOPPt as an isolated structure.

The geometry in XYZ format:
```
97
C38H54INOPPt, DFT ωB97M-V/def2-TZVPD
Pt 0.347 -0.322 0.354
C -4.811 1.168 3.345
C -3.702 0.133 3.124
C -4.286 -1.276 3.075
C -2.896 0.498 1.897
C -3.069 -0.125 0.670
C -2.337 0.237 -0.450
C -2.701 -0.442 -1.758
C -4.037 0.095 -2.287
C -2.785 -1.966 -1.613
C -1.357 1.282 -0.376
C -1.227 1.970 0.870
C -1.972 1.523 1.965
C -0.400 3.215 1.185
C -0.027 4.154 0.041
C 0.783 2.802 2.069
C -0.900 1.872 -1.691
C -1.801 2.757 -2.284
C -1.550 3.333 -3.515
C -0.379 3.021 -4.189
C 0.528 2.150 -3.614
C 0.295 1.565 -2.364
P 1.492 0.418 -1.575
C 3.159 1.294 -1.426
C 3.530 2.173 -2.624
C 4.265 0.259 -1.186
C 3.135 2.186 -0.185
C 1.694 -1.036 -2.767
C 2.360 -2.215 -2.046
C 2.480 -0.738 -4.049
C 0.288 -1.479 -3.168
H -5.373 0.940 4.252
H -5.506 1.163 2.503
H -4.404 2.175 3.440
H -3.016 0.187 3.975
H -5.091 -1.349 2.341
H -4.710 -1.537 4.045
H -3.528 -2.020 2.822
H -3.801 -0.916 0.571
H -1.937 -0.202 -2.494
H -4.831 -0.061 -1.554
H -4.314 -0.432 -3.201
H -3.987 1.159 -2.513
H -3.719 -2.267 -1.135
H -1.963 -2.365 -1.016
H -2.761 -2.439 -2.597
H -1.840 2.040 2.909
H -1.058 3.809 1.827
H 0.612 3.707 -0.717
H 0.500 5.013 0.460
H -0.917 4.526 -0.466
H 1.321 1.957 1.643
H 0.439 2.470 3.048
H 1.484 3.628 2.207
H -2.713 2.999 -1.752
H -2.264 4.022 -3.947
H -0.170 3.455 -5.158
H 1.435 1.929 -4.152
H 3.548 1.637 -3.570
H 4.537 2.560 -2.449
H 2.862 3.029 -2.715
H 4.522 -0.308 -2.078
H 4.003 -0.436 -0.386
H 5.162 0.794 -0.867
H 2.310 2.893 -0.189
H 4.064 2.761 -0.156
H 3.089 1.591 0.727
H 3.395 -2.031 -1.777
H 2.344 -3.079 -2.716
H 1.812 -2.461 -1.139
H 3.524 -0.496 -3.864
H 2.030 0.058 -4.639
H 2.462 -1.638 -4.667
H -0.322 -1.682 -2.290
H 0.363 -2.402 -3.749
H -0.214 -0.733 -3.786
C 0.205 -1.883 1.153
C 0.158 -3.229 1.585
C 0.630 -4.323 0.843
C 0.521 -5.595 1.369
C -0.040 -5.783 2.629
C -0.504 -4.705 3.374
C -0.417 -3.429 2.853
H 1.064 -4.169 -0.134
H 0.874 -6.446 0.803
H -0.117 -6.784 3.033
H -0.938 -4.866 4.351
H -0.770 -2.567 3.406
N 2.773 -0.716 5.145
C 2.428 -0.546 3.850
O 1.352 -0.102 3.496
C 3.452 -0.986 2.823
I 5.196 0.243 2.862
H 2.141 -0.390 5.857
H 3.704 -0.984 5.411
H 3.003 -0.890 1.839
H 3.788 -2.006 2.995
```

Computed properties:
HOMO energy: -10.76 eV
electronic energy: -2368.525483 Ha
maximum force: 0.5 eV/A
total charge: +1

=====

Entry 2:
DFT (ωB97M-V/def2-TZVPD) results for C38H55BrN2O6PSV as an isolated structure at a distorted geometry.

The geometry in XYZ format:
```
105
C38H55BrN2O6PSV, DFT ωB97M-V/def2-TZVPD
V 0.471 -0.439 -0.025
C -2.742 2.662 0.058
O -1.896 1.592 0.463
C -2.207 1.051 1.735
C -0.963 1.064 2.609
O 0.081 0.209 2.095
C 1.353 0.574 2.629
C 2.398 -0.199 1.845
O 2.140 0.034 0.450
C 3.166 0.759 -0.236
H -3.776 2.327 -0.057
H -2.712 3.479 0.783
H -2.372 3.008 -0.904
H -2.974 1.646 2.238
H -2.593 0.032 1.609
H -0.582 2.091 2.649
H -1.224 0.726 3.619
H 1.507 1.656 2.509
H 1.408 0.325 3.695
H 3.408 0.114 2.123
H 2.296 -1.276 2.034
H 4.120 0.228 -0.173
H 2.870 0.855 -1.284
H 3.278 1.760 0.190
C 0.782 -4.905 -1.962
C 0.207 -3.505 -1.743
C 0.884 -2.515 -2.705
C -1.298 -3.523 -2.001
P 0.653 -2.895 0.005
C 2.421 -3.317 0.140
C 3.360 -2.533 -0.538
C 4.705 -2.852 -0.505
C 5.138 -3.961 0.208
C 4.214 -4.764 0.857
C 2.866 -4.450 0.822
C -0.319 -3.668 1.430
C -0.560 -5.163 1.214
C -1.659 -2.936 1.497
C 0.426 -3.399 2.743
H 0.654 -5.167 -3.012
H 0.254 -5.654 -1.377
H 1.845 -4.963 -1.739
H 0.457 -2.623 -3.701
H 1.952 -2.712 -2.787
H 0.728 -1.465 -2.385
H -1.474 -3.923 -2.999
H -1.729 -2.527 -1.969
H -1.834 -4.162 -1.304
H 3.031 -1.688 -1.129
H 5.416 -2.245 -1.046
H 6.187 -4.208 0.237
H 4.537 -5.650 1.381
H 2.172 -5.111 1.313
H -1.237 -5.341 0.383
H -1.036 -5.566 2.108
H 0.349 -5.733 1.051
H -2.267 -3.091 0.610
H -1.500 -1.864 1.631
H -2.226 -3.304 2.351
H 1.413 -3.849 2.788
H -0.159 -3.828 3.555
H 0.507 -2.326 2.930
Br -5.152 -0.929 -2.320
C -3.758 0.164 -3.009
C -4.004 0.838 -4.197
C -3.019 1.622 -4.769
C -1.776 1.750 -4.157
C -1.520 1.080 -2.979
C -2.503 0.279 -2.382
C -2.215 -0.409 -1.116
O -3.021 -0.947 -0.402
O -0.910 -0.503 -0.764
H -4.969 0.743 -4.671
H -3.225 2.142 -5.693
H -1.016 2.366 -4.613
H -0.560 1.197 -2.481
C -0.065 9.463 0.137
C 0.364 8.125 -0.453
C 0.600 7.083 0.637
N 0.644 5.739 0.071
C 1.295 4.674 0.496
S 0.824 3.133 -0.028
N 2.329 4.750 1.381
C 3.378 5.696 1.573
O 3.974 5.644 2.611
C 3.702 6.569 0.428
C 4.190 7.854 0.689
C 4.568 8.670 -0.363
C 4.496 8.198 -1.665
C 4.040 6.911 -1.924
C 3.632 6.097 -0.880
H -0.214 10.186 -0.660
H 0.686 9.852 0.820
H -1.003 9.363 0.683
H 1.277 8.251 -1.040
H -0.418 7.772 -1.132
H -0.226 7.118 1.358
H 1.526 7.299 1.165
H -0.074 5.565 -0.623
H 2.413 3.980 2.031
H 4.271 8.191 1.712
H 4.934 9.667 -0.169
H 4.812 8.825 -2.485
H 4.017 6.536 -2.936
H 3.316 5.082 -1.082
```

Computed properties:
HOMO energy (alpha / beta): -15.22 / -15.22 eV
relative energy (zero: lowest compared OMol25 entry of this formula, charge and spin): 3.1091 eV
spin multiplicity: 2
electronic energy: -6298.489526 Ha
maximum force: 5.3 eV/A
total charge: +3

=====

Entry 3:
DFT (ωB97M-V/def2-TZVPD) results for a 14-piece molecular cluster, C38H55N15OS overall at a distorted geometry.

The geometry in XYZ format:
```
110
C38H55N15OS, DFT ωB97M-V/def2-TZVPD
C 3.079 0.123 3.076
O 3.818 0.666 1.942
C 3.131 0.363 0.705
C 2.618 1.645 -0.120
C 3.218 3.050 0.365
C 2.542 3.662 1.679
C 1.126 4.403 1.409
C 0.003 3.264 1.415
C -0.171 2.216 2.580
C -1.250 1.106 2.511
C -2.137 1.064 1.230
N -3.177 0.076 1.011
S -3.843 0.511 -0.500
N -2.955 1.866 -1.061
C -2.038 2.085 0.037
C -0.929 3.168 0.193
H 3.728 0.154 4.014
H 2.636 -0.918 2.879
H 2.195 0.845 3.256
H 3.824 -0.245 0.004
H 2.208 -0.319 0.858
H 1.480 1.596 -0.163
H 2.980 1.497 -1.210
H 4.333 2.871 0.607
H 3.210 3.750 -0.544
H 3.255 4.496 2.053
H 2.480 2.909 2.548
H 1.153 4.906 0.378
H 0.949 5.193 2.228
H 0.543 2.317 3.467
H -1.344 0.367 3.377
H -0.799 3.937 -0.655
C -2.986 -1.310 -3.190
C -2.399 -1.972 -4.358
N -1.946 -2.503 -5.273
H -2.923 -0.221 -3.264
H -4.041 -1.567 -3.074
H -2.478 -1.602 -2.268
C -2.310 6.477 -2.953
C -1.505 6.915 -1.810
N -0.872 7.256 -0.911
H -2.012 5.484 -3.298
H -3.372 6.427 -2.700
H -2.209 7.159 -3.800
C -0.817 -5.576 -3.788
C -0.323 -5.958 -2.461
N 0.064 -6.257 -1.420
H -1.499 -6.326 -4.194
H -1.359 -4.628 -3.758
H 0.000 -5.460 -4.503
C 6.854 -1.531 5.092
C 5.790 -0.661 5.599
N 4.954 0.021 5.998
H 7.835 -1.224 5.463
H 6.703 -2.569 5.395
H 6.899 -1.514 4.000
C -0.223 0.516 -6.753
C -0.547 1.655 -5.890
N -0.802 2.550 -5.212
H -1.106 0.143 -7.278
H 0.515 0.784 -7.513
H 0.190 -0.318 -6.182
C -4.574 -1.162 -7.588
C -3.483 -0.963 -8.548
N -2.627 -0.806 -9.303
H -4.721 -0.282 -6.957
H -5.522 -1.360 -8.093
H -4.377 -2.007 -6.923
C 5.123 -3.066 -0.784
C 5.939 -2.637 0.356
N 6.572 -2.289 1.250
H 5.422 -4.053 -1.144
H 4.064 -3.123 -0.522
H 5.213 -2.374 -1.624
C -2.773 -0.809 6.013
C -1.799 -1.338 5.055
N -1.031 -1.751 4.304
H -2.669 -1.278 6.994
H -2.654 0.267 6.153
H -3.800 -0.980 5.680
C -5.558 -4.756 -1.841
C -5.126 -4.504 -3.217
N -4.774 -4.306 -4.294
H -6.275 -4.006 -1.501
H -6.038 -5.733 -1.739
H -4.717 -4.735 -1.149
C -4.182 -3.334 3.307
C -4.396 -3.715 1.909
N -4.564 -4.005 0.810
H -3.416 -2.561 3.398
H -5.095 -2.942 3.761
H -3.858 -4.184 3.911
C 3.734 4.468 5.279
C 2.378 3.930 5.148
N 1.314 3.506 5.045
H 4.227 4.554 4.307
H 3.730 5.462 5.731
H 4.361 3.828 5.905
C 2.306 -4.110 -6.251
C 3.118 -3.686 -5.107
N 3.755 -3.353 -4.209
H 2.605 -5.097 -6.611
H 1.246 -4.165 -5.993
H 2.400 -3.416 -7.089
C -1.211 3.460 6.867
C -2.577 2.930 6.837
N -3.650 2.513 6.813
H -0.765 3.481 5.869
H -1.186 4.481 7.255
H -0.559 2.855 7.502
```

Computed properties:
HOMO energy: -8.28 eV
electronic energy: -2775.408456 Ha
maximum force: 5.6 eV/A

=====

Entry 4:
DFT (ωB97M-V/def2-TZVPD) results for C38H55N3O2P3S4Tl as an isolated structure.

The geometry in XYZ format:
```
106
C38H55N3O2P3S4Tl, DFT ωB97M-V/def2-TZVPD
Tl 0.400 0.274 -0.028
C 1.291 -0.691 -3.633
N 0.080 -1.044 -2.902
C -1.107 -0.647 -3.650
C 0.032 -2.369 -2.428
C 0.780 -3.345 -3.074
C 0.763 -4.667 -2.673
C 0.012 -5.021 -1.563
C -0.706 -4.068 -0.878
C -0.762 -2.709 -1.273
N -1.422 -1.714 -0.604
C -2.314 -1.860 0.409
C -2.865 -3.068 0.905
C -3.705 -3.114 1.997
C -4.079 -1.946 2.646
C -3.634 -0.732 2.147
C -2.788 -0.656 1.049
N -2.391 0.603 0.542
C -2.512 1.727 1.461
C -3.034 0.937 -0.728
H 1.321 -1.135 -4.639
H 1.318 0.392 -3.744
H 2.163 -1.016 -3.066
H -1.086 -1.073 -4.665
H -1.997 -1.007 -3.145
H -1.142 0.440 -3.729
H 1.383 -3.076 -3.930
H 1.341 -5.406 -3.213
H 0.008 -6.047 -1.215
H -1.179 -4.385 0.035
H -2.652 -4.001 0.413
H -4.075 -4.070 2.347
H -4.739 -1.973 3.504
H -3.990 0.177 2.612
H -3.559 2.039 1.596
H -2.076 1.475 2.426
H -1.963 2.572 1.057
H -4.029 1.370 -0.549
H -2.423 1.662 -1.269
H -3.148 0.043 -1.329
C 3.456 5.585 0.748
C 2.778 5.129 -0.533
O 1.362 5.305 -0.444
P 0.413 4.002 -0.203
S 0.840 3.131 1.517
S 0.371 2.971 -1.907
O -0.986 4.782 0.005
C -1.608 5.493 -1.066
C -3.068 5.090 -1.145
H 4.539 5.470 0.664
H 3.096 4.985 1.581
H 3.221 6.633 0.940
H 3.016 4.082 -0.745
H 3.111 5.729 -1.382
H -1.098 5.271 -2.005
H -1.511 6.562 -0.861
H -3.153 4.049 -1.459
H -3.591 5.722 -1.864
H -3.534 5.200 -0.165
C -0.642 -0.736 5.860
C -0.843 -0.164 4.458
P 0.349 -0.697 3.131
C 1.928 -0.176 3.963
C 3.142 -0.160 3.034
C 0.324 -2.532 3.409
C 0.999 -3.316 2.284
H -1.361 -0.290 6.551
H 0.358 -0.523 6.238
H -0.794 -1.816 5.871
H -0.774 0.928 4.490
H -1.841 -0.417 4.097
H 2.114 -0.824 4.824
H 1.739 0.838 4.328
H 3.416 -1.163 2.711
H 4.005 0.280 3.538
H 2.932 0.432 2.143
H -0.736 -2.807 3.466
H 0.793 -2.760 4.370
H 0.552 -3.069 1.320
H 0.898 -4.392 2.449
H 2.062 -3.089 2.212
S 5.731 -2.980 0.855
P 4.901 -1.564 -0.238
S 2.906 -1.592 -0.376
C 5.522 -1.623 -1.974
C 6.421 -2.602 -2.372
C 6.825 -2.676 -3.700
C 6.331 -1.776 -4.631
C 5.434 -0.792 -4.234
C 5.033 -0.715 -2.910
C 5.524 0.092 0.270
C 6.756 0.182 0.907
C 7.290 1.425 1.218
C 6.600 2.582 0.883
C 5.366 2.492 0.256
C 4.822 1.251 -0.043
H 6.788 -3.303 -1.632
H 7.528 -3.442 -4.005
H 6.643 -1.839 -5.667
H 5.041 -0.086 -4.956
H 4.329 0.046 -2.596
H 7.284 -0.727 1.165
H 8.246 1.489 1.725
H 7.021 3.552 1.118
H 4.821 3.393 0.004
H 3.840 1.178 -0.499
```

Computed properties:
HOMO energy (alpha / beta): -4.45 / -4.56 eV
spin multiplicity: 2
electronic energy: -4585.275368 Ha
maximum force: 0.6 eV/A
total charge: -1